Record 1
ORCA calculation (the ωB97M-V functional and the def2-TZVPD basis) on a molecular structure, C32H92BHgN8O8 in a non-equilibrium geometry.

ORCA input file:
```
! wB97M-V def2-TZVPD RIJCOSX def2/J DEFGRID3
* xyz 2 2
Hg 0.13822 -1.61607 -1.91404
B -0.16897 0.15144 -0.34843
H -0.93566 -0.56709 -0.10322
H -0.38182 0.50246 -1.34629
H -0.25894 0.97278 0.34550
H 0.79878 -0.32488 -0.31990
C 0.66167 7.94817 -0.11354
C 1.95927 7.10481 -0.19877
C 1.75834 5.85188 -1.05106
O 0.69495 5.01704 -0.52217
C 0.43298 3.92776 -1.35975
N 3.12334 7.88084 -0.62450
H 0.84445 8.89665 0.39152
H -0.05009 7.42719 0.52683
H 0.19989 8.09440 -1.09000
H 2.16417 6.62741 0.75945
H 2.71581 5.34094 -1.15256
H 1.32967 6.28046 -1.95697
H 1.23226 3.18977 -1.42774
H 0.12956 4.23441 -2.36075
H -0.40574 3.39745 -0.90872
H 3.95029 7.30136 -0.60292
H 3.19796 8.53940 0.13763
C -4.27176 2.73070 -0.34522
C -4.18780 1.75966 -1.52922
C -3.95439 2.47857 -2.93010
O -2.82467 3.32865 -2.91486
C -2.44078 3.68440 -4.21483
N -3.15077 0.83361 -1.17761
H -4.52901 2.28185 0.61418
H -4.93145 3.58304 -0.50775
H -3.33837 3.29360 -0.33983
H -5.00171 1.04837 -1.66966
H -4.80893 3.08296 -3.23438
H -3.88816 1.73048 -3.72009
H -2.25477 2.85803 -4.90085
H -1.44722 4.12998 -4.26379
H -3.09027 4.46215 -4.61654
H -3.19993 0.77134 -0.17073
H -2.31046 1.37255 -1.33095
C 3.49413 -2.96645 3.13711
C 3.11016 -3.35833 1.77292
C 3.28934 -4.92265 1.52158
O 3.18359 -5.18828 0.12548
C 3.36700 -6.55022 -0.30555
N 1.84481 -2.78325 1.35889
H 3.00295 -3.66322 3.81634
H 3.21381 -1.92838 3.31577
H 4.57526 -3.06821 3.23150
H 3.83565 -2.80925 1.17268
H 2.56203 -5.47545 2.11616
H 4.31226 -5.21854 1.75436
H 4.29002 -7.08150 -0.07346
H 3.09276 -6.57475 -1.36021
H 2.64493 -7.19019 0.20155
H 1.94629 -1.81492 1.62751
H 1.11533 -3.09155 1.98572
C -0.46678 1.45907 3.68962
C -1.70363 0.58679 3.31807
C -2.80773 0.62462 4.41370
O -2.20163 0.11401 5.56540
C -2.99322 0.17036 6.70857
N -2.15564 1.08797 2.05915
H -0.86139 2.41132 4.04402
H 0.15858 1.70151 2.83041
H 0.20508 1.07435 4.45688
H -1.47321 -0.45907 3.11513
H -3.64053 0.03197 4.03514
H -3.13568 1.65747 4.53097
H -3.27597 1.13109 7.13886
H -2.40840 -0.28382 7.50845
H -3.79595 -0.56606 6.67114
H -2.17785 2.08788 2.19980
H -1.41338 0.89020 1.40337
C -5.95978 -1.86904 1.91142
C -4.63819 -2.53882 2.09490
C -4.80623 -4.09728 2.08931
O -5.69948 -4.57865 3.09743
C -5.13350 -5.36905 4.12624
N -3.69856 -1.99866 1.09886
H -5.93179 -0.77977 1.88302
H -6.72894 -2.25962 2.57772
H -6.34555 -2.16602 0.93618
H -4.23380 -2.15390 3.03107
H -3.80959 -4.52609 2.19386
H -5.29175 -4.47242 1.18840
H -4.58184 -6.19018 3.66850
H -5.87231 -5.68007 4.86484
H -4.45265 -4.77096 4.73191
H -4.37932 -1.84529 0.36870
H -3.52016 -1.03126 1.32778
C -3.63033 -1.30947 -4.23825
C -2.14461 -1.37373 -3.83723
C -1.39064 -0.01297 -4.11137
O -0.01561 -0.13176 -3.81148
C 0.73604 0.98229 -4.27277
N -2.12394 -1.58600 -2.38720
H -4.10960 -2.28841 -4.23049
H -3.79041 -0.95150 -5.25527
H -4.34623 -0.77349 -3.61510
H -1.70252 -2.20999 -4.37882
H -1.67274 0.75634 -3.39256
H -1.53974 0.33879 -5.13222
H 0.62600 1.30733 -5.30734
H 1.79288 0.75113 -4.13954
H 0.57366 1.81976 -3.59425
H -2.90438 -2.20271 -2.21199
H -2.60041 -0.76479 -2.04270
C 3.55500 1.10809 3.25795
C 3.18677 1.09770 1.77038
C 4.39181 0.79502 0.79651
O 3.90160 0.61208 -0.53550
C 3.50153 1.81831 -1.21031
N 2.16380 0.12131 1.67226
H 2.72067 1.38374 3.90295
H 4.33154 1.84101 3.47681
H 3.96118 0.15374 3.59311
H 2.78932 2.03380 1.37814
H 4.89424 -0.06590 1.23750
H 5.08398 1.63638 0.82992
H 4.35965 2.42543 -1.49864
H 2.82416 2.36713 -0.55604
H 2.97479 1.47297 -2.09991
H 1.71807 0.24139 0.77393
H 1.35957 0.27094 2.26465
C 3.66804 -1.38517 -3.61701
C 3.61231 -2.27184 -2.41766
C 4.99835 -2.47964 -1.70791
O 5.92419 -3.20531 -2.58108
C 5.58008 -4.59267 -2.64383
N 2.61983 -1.71451 -1.51611
H 4.55460 -1.61261 -4.20895
H 3.73628 -0.34167 -3.30953
H 2.72576 -1.52964 -4.14554
H 3.23489 -3.24369 -2.73573
H 4.94466 -3.04589 -0.77808
H 5.45222 -1.51722 -1.47158
H 4.52232 -4.80283 -2.80225
H 5.80017 -5.01687 -1.66418
H 6.14978 -5.11348 -3.41344
H 3.19331 -0.92814 -1.24622
H 2.65913 -2.17937 -0.62030
*
```

Computed properties:
- E_HOMO (alpha / beta): -0.4704 / -0.4704 hartree
- Total energy: -2491.66670 Ha
- Orbital gap (alpha / beta): 6.34 / 2.67 eV



Record 2
ORCA calculation (the ωB97M-V functional and the def2-TZVPD basis) on a molecular structure, C52H47F5InN5O5P2 in a non-equilibrium geometry.

ORCA input file:
```
! wB97M-V def2-TZVPD RIJCOSX def2/J DEFGRID3
* xyz 0 1
In -0.79611 -0.16855 -0.73101
N -2.57116 0.03098 2.69523
P -2.12731 1.37432 1.68268
C -0.82072 2.11412 2.73288
C 0.52802 1.92115 2.10581
C 1.75610 2.06246 3.03953
C 1.45857 2.61508 4.39916
C 0.21256 2.83667 4.81788
C -0.95722 2.51421 3.99640
C -3.61957 2.37703 2.03163
C -4.86535 1.75138 1.99963
C -6.02359 2.48448 2.21173
C -5.95150 3.84952 2.44444
C -4.71447 4.47880 2.47201
C -3.55388 3.75080 2.25998
P -2.25487 -1.50698 2.10048
C -3.60753 -2.52774 2.81040
C -3.55913 -3.89618 2.53837
C -4.48068 -4.76051 3.10236
C -5.46583 -4.27074 3.95036
C -5.52855 -2.91259 4.21398
C -4.61300 -2.04148 3.63741
C -0.94706 -2.22036 3.20463
C -0.84790 -1.89881 4.55488
C 0.15394 -2.45628 5.33342
C 1.06533 -3.33974 4.76938
C 0.97904 -3.65528 3.42165
C -0.02304 -3.09565 2.64081
H -3.01740 0.18682 3.58912
H 0.59530 2.47911 1.17127
H 2.56858 2.63792 2.59031
H 2.30850 2.85106 5.03069
H 0.03199 3.25851 5.79980
H -1.93983 2.61385 4.44668
H -4.92615 0.68793 1.80038
H -6.98671 1.99014 2.19260
H -6.85669 4.42240 2.59995
H -4.65549 5.54280 2.66479
H -2.59122 4.24089 2.25492
H -2.78886 -4.28332 1.88283
H -4.43113 -5.82064 2.88904
H -6.18187 -4.94511 4.40168
H -6.29215 -2.52577 4.87722
H -4.69880 -0.98106 3.84282
H -1.55022 -1.19848 4.99399
H 0.22016 -2.20369 6.38460
H 1.84579 -3.77717 5.37892
H 1.70144 -4.32972 2.97888
H -0.08946 -3.33214 1.58431
C 4.28521 1.43182 -4.66654
O 5.16968 0.36951 -4.99810
C 5.34973 -0.67721 -4.14437
C 6.64195 -1.19445 -4.11088
C 6.95986 -2.28649 -3.32720
C 5.96875 -2.90595 -2.57962
C 4.67719 -2.41584 -2.62195
C 4.34901 -1.28556 -3.37542
N 3.02156 -0.80006 -3.41768
C 2.14278 -0.59795 -2.37450
N 2.70259 -0.71661 -1.15326
C 2.28280 -0.29643 0.12019
C 1.03551 -0.05878 0.53499
C 0.80916 0.40579 1.94054
C 2.01302 0.52265 2.91954
C 3.32495 0.13589 2.33413
C 3.44571 -0.18645 1.04994
O 4.62915 -0.47225 0.42629
C 5.81251 -0.39506 1.19013
N 0.91675 -0.20444 -2.58052
C 0.52333 -0.03492 -3.94166
C 0.50904 -1.12157 -4.82415
C 0.11292 -0.99149 -6.14152
C -0.27373 0.25114 -6.61839
C -0.23418 1.34247 -5.77470
C 0.17392 1.22337 -4.44985
O 0.19143 2.40429 -3.75185
C 1.23845 2.66565 -2.82467
H 4.69601 2.32075 -5.14292
H 4.23675 1.59588 -3.58872
H 3.27876 1.26807 -5.05989
H 7.38873 -0.70220 -4.71954
H 7.97681 -2.65433 -3.30365
H 6.19496 -3.77726 -1.98008
H 3.88721 -2.92967 -2.09001
H 2.62985 -0.65377 -4.33287
H 3.69553 -0.89529 -1.17265
H 0.00541 -0.17406 2.37493
H 1.84687 0.00748 3.86902
H 4.18123 0.16462 2.99683
H 5.91479 0.58465 1.66374
H 6.62999 -0.54710 0.48928
H 5.83812 -1.17243 1.95847
H 0.78823 -2.09553 -4.44870
H 0.10353 -1.85698 -6.79060
H -0.57975 0.37270 -7.64881
H -0.51443 2.32749 -6.12586
H 1.20047 3.73920 -2.64159
H 2.21171 2.41020 -3.25265
H 1.10520 2.13798 -1.88198
O -1.37281 3.35978 0.02768
C -1.79575 2.96242 -1.05430
C -2.53015 3.84378 -2.05395
C -2.99432 2.86799 -3.12893
C -2.38025 1.54709 -2.70238
O -2.49381 0.48138 -3.26451
N -1.68404 1.69853 -1.52333
H -1.83435 4.58931 -2.44065
H -3.33729 4.37041 -1.54543
H -2.64146 3.11742 -4.12772
H -4.07753 2.75369 -3.16551
F -3.42547 -1.62857 -1.23870
C -2.10496 -1.95073 -1.34034
F -1.91399 -2.99121 -0.43816
C -1.84409 -2.67936 -2.65463
F -0.51992 -2.98915 -2.67263
F -2.50437 -3.85257 -2.72413
F -2.13128 -2.00611 -3.75392
*
```

Computed properties:
- E_HOMO: -0.2812 hartree
- Total energy: -4031.90373 Ha
- Orbital gap: 8.09 eV



Record 3
ORCA calculation (the ωB97M-V functional and the def2-TZVPD basis) on a molecular structure, C20H28NO2PV in a non-equilibrium geometry.

ORCA input file:
```
! wB97M-V def2-TZVPD RIJCOSX def2/J DEFGRID3
* xyz 0 4
C 2.28193 -4.19531 -1.49815
C 3.04665 -3.32813 -0.71134
C 2.59124 -2.03328 -0.37261
C 1.34093 -1.58100 -0.83199
C 0.54714 -2.49445 -1.58797
C 1.01373 -3.78666 -1.93594
C 3.49906 -1.13298 0.42807
C 3.27745 0.34007 0.24535
N 3.22291 0.92593 -1.02884
V 1.27125 0.58895 -0.30913
C -0.80435 -2.09137 -2.16072
P -0.77442 -0.16231 -2.14374
H 4.03704 -3.63727 -0.36298
H 0.37947 -4.40933 -2.59624
H 2.64722 -5.19369 -1.78147
H -1.65318 -2.43776 -1.51774
H -0.97109 -2.45567 -3.20920
H 3.30962 -1.21153 1.52044
H 4.57893 -1.34680 0.21308
H 1.41174 0.82158 -1.68473
C -2.60852 0.16627 -2.24360
C 0.06304 0.31296 -3.71844
H 3.12340 1.05862 1.10675
C 3.71444 0.17914 -2.24536
C 3.79218 2.27043 -1.06564
H -1.13896 1.34960 -1.77767
H 4.59601 0.71672 -2.61159
H 4.00656 -0.85582 -2.02939
H 2.96759 0.22510 -3.04915
H 4.71916 2.19274 -1.64610
H 3.11002 3.03042 -1.48118
H 4.10154 2.50742 -0.02549
H -0.58849 0.06490 -4.56360
H 0.19696 1.39900 -3.62431
H 1.06761 -0.13115 -3.78362
H -3.02959 -0.17472 -3.19857
H -3.05385 -0.21820 -1.31448
H -2.68297 1.27238 -2.17057
H 2.64704 2.73592 1.18011
O 0.28017 0.96608 1.96693
C -0.67417 0.09465 2.04479
O -0.89473 -0.79206 1.18170
C -1.68535 0.20544 3.21194
C -2.24151 -0.95619 3.78747
C -3.23938 -0.84954 4.76151
C -3.72043 0.41058 5.13710
C -3.15850 1.56787 4.58080
C -2.13704 1.46568 3.63288
H -1.88173 -1.92361 3.42883
H -3.63924 -1.76141 5.20394
H -4.51234 0.48915 5.86343
H -3.50744 2.56102 4.86929
H -1.67952 2.35835 3.18012
*
```

Computed properties:
- E_HOMO (alpha / beta): -0.2572 / -0.2793 hartree
- Total energy: -2269.10513 Ha
- Orbital gap (alpha / beta): 6.85 / 5.96 eV
- ΔE to the lowest compared entry with this formula, charge and spin: 3.146 eV



Record 4
ORCA calculation (the ωB97M-V functional and the def2-TZVPD basis) on a molecular structure, C3H5NO in a non-equilibrium geometry.

ORCA input file:
```
! wB97M-V def2-TZVPD RIJCOSX def2/J DEFGRID3
* xyz 0 1
C -2.06764 0.17352 0.07190
C 0.41666 0.33663 0.20361
C 1.64961 -0.38875 -0.15112
N -1.19583 -0.69488 -0.04547
O 0.16542 1.42263 0.48133
H -3.15611 -0.03159 -0.03996
H -1.82702 1.21666 0.20653
H 1.45685 -1.25282 -0.87793
H 2.36697 0.16107 -0.56498
H 2.19108 -0.94249 0.71608
*
```

Computed properties:
- E_HOMO: -0.3239 hartree
- Total energy: -247.21542 Ha
- Orbital gap: 9.72 eV
- ΔE to the lowest compared entry with this formula, charge and spin: 2.498 eV



Record 5
ORCA calculation (the ωB97M-V functional and the def2-TZVPD basis) on a molecular structure, C2H3KO2P in a non-equilibrium geometry.

ORCA input file:
```
! wB97M-V def2-TZVPD RIJCOSX def2/J DEFGRID3
* xyz 1 1
H -0.76624 -2.11869 -1.46531
O 1.15462 -0.78995 0.74467
C 0.05399 -1.25084 0.43697
H -0.57036 -1.83012 1.14476
C -0.45265 -1.20460 -0.95194
O 0.11031 -0.19080 -1.71200
K 2.71449 0.67374 -0.63535
P -1.36013 0.46827 -1.01708
H -2.24729 0.07543 -2.05784
*
```

Computed properties:
- E_HOMO: -0.5193 hartree
- Total energy: -1169.54150 Ha
- Orbital gap: 10.23 eV
- ΔE to the lowest compared entry with this formula, charge and spin: 0.045 eV



Record 6
ORCA calculation (the ωB97M-V functional and the def2-TZVPD basis) on a molecular structure, C5H10N4O.

ORCA input file:
```
! wB97M-V def2-TZVPD RIJCOSX def2/J DEFGRID3
* xyz 0 1
C -1.08403 -0.13498 1.30985
C -1.18470 1.41001 -0.59594
N -0.44495 0.29792 0.04368
N 1.06682 -1.27642 -0.96522
C -0.26713 -0.91506 -0.91706
C 1.61061 -0.80731 0.28312
C 1.18903 0.65988 0.20338
N -1.30075 -1.31426 -1.50352
N 2.29519 -1.47971 1.09360
O 1.60834 1.10645 -0.96601
H 1.47884 -0.15025 -1.44579
H -1.08783 -2.11854 -2.09009
H 2.61075 -0.89212 1.86756
H 1.27978 1.31477 1.07505
H -1.11564 0.70963 1.99785
H -2.09267 -0.48514 1.09722
H -0.50694 -0.94631 1.74951
H -1.30776 2.20952 0.13462
H -0.59587 1.76677 -1.43683
H -2.15110 1.04515 -0.93497
*
```

Computed properties:
- E_HOMO: -0.3414 hartree
- Total energy: -490.69051 Ha
- Orbital gap: 9.88 eV
- ΔE to the lowest compared entry with this formula, charge and spin: 3.044 eV



Record 7
ORCA calculation (the ωB97M-V functional and the def2-TZVPD basis) on 2 unconnected molecules or ions with the total composition C4H8N2O.

ORCA input file:
```
! wB97M-V def2-TZVPD RIJCOSX def2/J DEFGRID3
* xyz 0 1
C -0.28192 -1.48774 0.87910
C -0.05913 0.95792 -1.28407
C -1.46803 1.44247 -1.77604
N -0.71430 1.87812 -0.65671
C 1.14853 -1.24025 0.43374
O 1.65815 -1.85719 -0.47967
N 1.82382 -0.26186 1.12335
H -0.74646 -0.59324 1.30495
H -0.84851 -1.80934 0.00262
H -0.31677 -2.29398 1.62107
H -1.52012 2.09955 -2.64395
H -2.33679 0.81174 -1.58850
H -0.69257 2.49776 0.14018
H 1.56559 -0.01667 2.06511
H 2.78854 -0.12730 0.85883
*
```

Computed properties:
- E_HOMO: -0.3379 hartree
- Total energy: -341.85363 Ha
- Orbital gap: 10.00 eV
- ΔE to the lowest compared entry with this formula, charge and spin: 4.082 eV



Record 8
ORCA calculation (the ωB97M-V functional and the def2-TZVPD basis) on 3 unconnected molecules or ions with the total composition C6H16NO2 in a non-equilibrium geometry.

ORCA input file:
```
! wB97M-V def2-TZVPD RIJCOSX def2/J DEFGRID3
* xyz 1 1
C -0.40671 2.93686 0.45524
C -0.56926 2.34587 -0.99061
C -1.45444 1.10965 -1.13075
C -0.88315 -0.00097 -0.29081
C -1.23303 -0.26403 0.95649
C 0.81350 -0.66217 -1.86985
N 0.03147 -0.91719 -0.88425
H -1.27619 2.76324 1.10357
H 0.45956 2.50787 0.94580
H -0.49709 4.03687 0.36455
H -1.06627 3.21076 -1.53501
H 0.40893 2.23625 -1.44431
H -2.50574 1.15569 -0.79455
H -1.72110 0.93348 -2.23870
H -0.84333 -1.13206 1.52185
H -1.89181 0.36592 1.57166
H 1.62899 -1.30945 -2.19326
H 0.83288 0.27076 -2.42571
H 0.07345 -1.88750 -0.55483
H 2.95353 -2.17502 -0.16249
H 1.81532 -2.48645 0.81231
O 1.99379 -2.14752 -0.07864
H 0.60972 -1.09513 3.45007
H 0.19348 -2.44615 2.80444
O 0.88924 -1.78402 2.84067
*
```

Computed properties:
- E_HOMO: -0.5165 hartree
- Total energy: -443.13183 Ha
- Orbital gap: 9.40 eV
- ΔE to the lowest compared entry with this formula, charge and spin: 2.218 eV